{
  "formula": "C20H55N6O10V",
  "method": "ωB97M-V/def2-TZVPD",
  "elements": ["O", "V", "C", "C", "O", "H", "H", "H", "H", "H", "C", "O", "N", "N", "H", "H", "H", "H", "C", "O", "N", "N", "H", "H", "H", "H", "C", "C", "O", "H", "H", "H", "H", "H", "H", "C", "C", "O", "H", "H", "H", "H", "H", "H", "C", "O", "C", "C", "N", "C", "C", "O", "C", "H", "H", "H", "H", "H", "H", "H", "H", "H", "H", "H", "H", "H", "H", "H", "C", "O", "C", "C", "N", "C", "C", "O", "C", "H", "H", "H", "H", "H", "H", "H", "H", "H", "H", "H", "H", "H", "H", "H"],
  "coordinates": [[-4.551423, -2.166852, -2.561940], [-3.116495, -2.829968, -2.726086], [0.108452, -0.366077, -0.747946], [-1.121335, -1.273781, -0.497458], [-1.941628, -1.348753, -1.576534], [0.770081, -0.610601, 0.083051], [-0.085414, 0.698074, -0.613371], [0.596356, -0.608174, -1.692108], [-1.755545, -0.874956, 0.294267], [-0.774873, -2.265514, -0.206746], [-2.328370, -0.485787, -4.783761], [-2.648938, -1.607419, -4.407951], [-1.952358, 0.403796, -3.943346], [-2.558898, -0.041219, -5.994392], [-1.437488, 1.226406, -4.223234], [-1.949014, -0.015664, -3.024575], [-2.851765, -0.584704, -6.793738], [-2.330043, 0.936650, -6.101654], [-0.983647, 3.801805, 1.861996], [-0.520532, 4.595309, 1.064158], [-0.974774, 3.854658, 3.162062], [-1.595560, 2.739140, 1.545200], [-1.454728, 3.226558, 3.790736], [-0.303262, 4.502368, 3.548910], [-1.758484, 2.519207, 0.572992], [-1.783737, 1.923637, 2.110576], [-4.654540, 2.091778, -1.817645], [-3.732125, 2.221364, -0.673487], [-3.989274, 1.099625, 0.090760], [-4.550979, 3.006648, -2.401057], [-5.712082, 2.096614, -1.553646], [-4.363207, 1.170091, -2.321366], [-4.094158, 3.024735, -0.031906], [-2.746539, 2.101201, -1.123228], [-3.289594, 0.446479, 0.016949], [3.634038, -3.770735, 2.733011], [2.518360, -3.398462, 1.796394], [1.685157, -2.253258, 2.192981], [4.047689, -2.888709, 3.221905], [4.405500, -4.488904, 2.455188], [3.145895, -4.378925, 3.494548], [1.807232, -4.187073, 1.550467], [2.822667, -2.910212, 0.870589], [1.003470, -2.043485, 1.550412], [2.289733, 3.359366, -2.429296], [2.910848, 2.561228, -3.378918], [4.001264, 3.100498, -4.120570], [4.414122, 2.017525, -5.131997], [4.866553, 0.817792, -4.397209], [6.327768, 0.743082, -4.468750], [6.774496, -0.518091, -3.722420], [6.299842, -0.363926, -2.350656], [6.277034, -1.687349, -1.707758], [1.785140, 2.684911, -1.737490], [1.476812, 3.898511, -2.915686], [3.040531, 3.943124, -1.896717], [4.838219, 3.143537, -3.423609], [3.810039, 4.060716, -4.599624], [5.250738, 2.376443, -5.731467], [3.555882, 1.701372, -5.724911], [4.592525, 0.989526, -3.440385], [6.774031, 1.701532, -4.203565], [6.525210, 0.641221, -5.535873], [7.816651, -0.828366, -3.798207], [6.119497, -1.271093, -4.160685], [5.714340, -2.447516, -2.249625], [5.788247, -1.457326, -0.761034], [7.224044, -2.213006, -1.585485], [-2.046729, -4.504808, 6.150311], [-1.759096, -3.383109, 5.374701], [-2.022363, -3.508136, 3.957285], [-1.992303, -2.129593, 3.335816], [-3.414528, -1.629760, 3.427384], [-3.461197, -0.190939, 3.159824], [-3.078189, 0.574434, 4.462357], [-2.911126, 2.021985, 4.259593], [-3.896694, 2.714725, 4.955843], [-1.759549, -4.340143, 7.188821], [-1.310516, -5.257258, 5.867626], [-3.026113, -4.977120, 6.073914], [-2.884271, -4.158310, 3.807341], [-1.230138, -4.098720, 3.497201], [-1.705459, -2.007276, 2.291376], [-1.223821, -1.652669, 3.944165], [-3.925157, -2.112962, 2.702203], [-4.475098, 0.009712, 2.813634], [-2.795641, -0.027524, 2.312218], [-2.085454, 0.192028, 4.699701], [-3.746563, 0.399850, 5.305509], [-4.922076, 2.345515, 4.936340], [-3.783801, 3.777340, 4.740912], [-3.651776, 2.702114, 6.017888]],
  "forces_ev_per_angstrom": [[3.102, -2.419, -0.110], [-0.998, 7.147, 0.580], [-0.473, -0.651, 0.912], [0.728, 0.339, 0.875], [-2.820, -2.415, -4.280], [0.458, 0.109, -0.154], [-0.243, 0.000, -0.437], [-0.015, 0.134, 0.056], [0.423, 0.035, 0.761], [0.179, -0.169, 0.278], [-1.209, 1.120, -1.438], [-1.030, -5.251, 1.539], [1.367, 1.371, 2.417], [0.188, 0.504, -2.077], [-0.133, -0.085, 0.484], [0.699, 0.667, 0.925], [0.152, -0.020, 0.340], [-0.277, -0.252, -0.677], [1.400, 2.190, -0.273], [0.502, 0.816, -0.358], [1.889, 2.564, 4.508], [-3.536, -6.660, -4.363], [0.021, -0.072, -0.403], [-0.334, -0.005, 0.228], [0.202, 0.557, 0.171], [0.066, 0.767, 0.533], [-0.653, 1.085, -1.222], [-1.379, -0.535, -0.334], [0.169, -2.246, 2.049], [0.170, -0.221, -0.787], [0.101, -0.423, 0.335], [-0.381, 0.179, -0.557], [1.327, 0.766, -0.279], [0.526, 1.258, 0.574], [-0.056, 0.026, -0.092], [-1.184, -0.295, 1.512], [-1.065, 1.814, -2.555], [0.283, -0.079, 2.291], [0.157, -0.087, -0.178], [0.017, 0.542, -1.072], [-0.071, 0.309, 0.641], [0.427, -0.520, 0.162], [1.112, -1.199, -0.565], [0.271, -0.518, -0.203], [-0.281, -0.247, 0.101], [0.261, -0.947, -1.285], [0.182, -1.090, 0.016], [-0.426, -0.263, 0.900], [0.158, 0.554, -0.148], [-0.211, -0.504, -0.364], [-1.665, 0.932, 0.545], [1.234, -2.286, -0.511], [-0.551, 1.314, -0.053], [0.194, -0.010, 0.270], [0.206, 0.850, 0.196], [-0.385, 0.472, 0.121], [0.299, 0.706, 0.093], [-0.261, 0.135, 0.131], [-0.329, 0.177, -0.333], [0.032, 0.441, -0.375], [0.005, -0.459, 0.302], [0.489, -0.057, 0.614], [0.413, -0.317, -0.072], [0.113, 0.335, 0.146], [0.269, -0.450, -0.191], [-0.660, 0.397, -0.396], [0.240, -0.477, 0.111], [0.589, 0.781, 0.221], [1.542, -1.199, -0.011], [-0.893, 1.222, -1.006], [1.347, -1.297, 0.483], [-2.166, -0.534, 0.725], [1.588, 0.671, 0.766], [-0.977, -0.452, 0.636], [1.057, 0.532, -1.349], [-0.566, -2.163, -0.486], [0.317, 1.316, 1.674], [-0.506, 0.600, 0.000], [-0.037, -0.673, -0.208], [-0.354, 0.535, -0.159], [-0.679, 0.605, -0.116], [0.605, -0.207, 0.102], [0.494, -0.711, -0.162], [-0.495, 0.765, 0.055], [-0.108, -0.080, 0.023], [0.017, 0.479, 0.095], [0.357, 0.905, 0.008], [-0.020, 0.088, 0.450], [-0.098, -0.214, -0.283], [-0.019, -0.034, -0.881], [-0.481, -0.062, -0.605], [0.078, -0.256, 0.450]],
  "lowdin_spin": [-0.284, 1.331, -0.006, -0.004, -0.042, -0.001, 0.000, 0.000, 0.000, -0.002, 0.001, 0.006, 0.000, 0.000, 0.000, 0.000, 0.000, 0.000, 0.000, 0.000, 0.000, 0.000, 0.000, 0.000, 0.000, 0.000, 0.000, 0.000, 0.000, 0.000, 0.000, 0.000, 0.000, 0.000, 0.000, 0.000, 0.000, 0.000, 0.000, 0.000, 0.000, 0.000, 0.000, 0.000, 0.000, 0.000, 0.000, 0.000, 0.000, 0.000, 0.000, 0.000, 0.000, 0.000, 0.000, 0.000, 0.000, 0.000, 0.000, 0.000, 0.000, 0.000, 0.000, 0.000, 0.000, 0.000, 0.000, 0.000, 0.000, 0.000, 0.000, 0.000, 0.000, 0.000, 0.000, 0.000, 0.000, 0.000, 0.000, 0.000, 0.000, 0.000, 0.000, 0.000, 0.000, 0.000, 0.000, 0.000, 0.000, 0.000, 0.000, 0.000],
  "charge": 1,
  "multiplicity": 2,
  "s_squared": 0.816,
  "e_homo_ev": [-10.38, -10.38],
  "homo_lumo_gap_ev": [3.948, 4.264]
}